<i>
The ion C5H9N2 with charge +1, computed with the ωB97M-V functional and the def2-TZVPD basis.

As for the total charge: +1. The spin multiplicity is 1.

Last column: Löwdin charge in e.
Element x y z (Å)
C: -2.293 0.912 -0.430  -0.018
N: -1.039 0.283 -0.307  0.058
C: -0.875 -0.921 0.189  0.030
C: 0.412 -1.598 0.445  -0.153
C: 1.588 -0.747 0.192  -0.035
C: 2.412 0.143 0.065  -0.134
N: 3.333 1.058 -0.199  0.109
H: -2.438 1.028 -1.419  0.067
H: -2.208 1.944 0.129  0.168
H: -3.106 0.324 -0.092  0.099
H: -0.300 0.928 -0.488  0.156
H: -1.633 -1.669 0.279  0.153
H: 0.541 -1.774 1.621  0.200
H: 0.509 -2.627 0.121  0.129
H: 3.200 1.608 -1.010  0.099
H: 4.264 0.876 -0.123  0.073

***

<ii>
The ion C5H9N2 with charge +1, computed with the ωB97M-V functional and the def2-TZVPD basis.

As for the total charge: +1. The spin multiplicity is 1.

Last column: Löwdin charge in e.
Element x y z (Å)
C: 1.648 -1.264 0.018  0.031
C: 0.459 0.731 0.825  -0.267
C: 0.371 -0.688 0.335  -0.063
C: 0.189 1.910 -0.220  0.057
C: -0.973 -1.158 -0.141  0.006
N: 1.840 0.951 0.923  0.003
N: 2.563 0.094 0.543  0.152
H: 2.071 -2.018 0.616  0.131
H: 1.542 -1.538 -1.043  0.155
H: -0.205 1.060 1.615  0.173
H: 0.582 2.715 0.251  0.065
H: -0.913 1.963 -0.425  0.124
H: 0.645 1.510 -1.051  0.067
H: -1.112 -0.952 -1.251  0.155
H: -1.853 -0.886 0.495  0.129
H: -1.128 -2.181 -0.387  0.082

***

Of them, the most stable is <i> and the least stable is <ii>.

***

<i>
The ion C5H9N2 with charge +1, computed with the ωB97M-V functional and the def2-TZVPD basis.

As for the total charge: +1. The spin multiplicity is 1.

Last column: Löwdin charge in e.
Element x y z (Å)
C: 0.221 1.708 -0.628  0.081
C: 0.365 0.476 -0.356  -0.321
C: 1.235 -0.560 -1.113  0.002
C: -0.199 -0.264 0.822  -0.265
C: -1.298 -1.288 0.496  0.022
N: -0.650 0.825 1.673  0.155
N: -0.598 1.951 1.727  0.381
H: 0.725 2.179 -1.414  0.090
H: -0.465 2.394 -0.037  0.094
H: 2.061 -0.507 -0.441  0.079
H: 1.693 -0.126 -2.044  0.123
H: 0.969 -1.638 -1.020  0.106
H: 0.616 -0.759 1.308  0.166
H: -1.457 -2.065 1.191  0.084
H: -0.987 -1.645 -0.462  0.074
H: -2.233 -0.681 0.298  0.129

***

<ii>
The ion C5H9N2 with charge +1, computed with the ωB97M-V functional and the def2-TZVPD basis.

As for the total charge: +1. The spin multiplicity is 1.

Last column: Löwdin charge in e.
Element x y z (Å)
C: 0.254 -0.075 -1.489  -0.131
C: -0.012 -0.694 1.113  -0.113
C: -0.553 1.735 0.294  0.105
C: -1.111 0.348 0.616  -0.135
C: 1.209 -1.260 0.309  -0.069
N: -0.771 0.613 -0.814  0.026
N: 1.188 -0.775 -0.913  0.000
H: 0.441 0.260 -2.457  0.114
H: 0.389 -0.240 2.125  0.147
H: -0.411 -1.643 1.560  0.120
H: -1.191 2.592 0.137  0.127
H: 0.433 1.769 0.710  0.123
H: -2.110 -0.017 1.006  0.179
H: 1.787 -2.196 0.647  0.163
H: -1.472 0.867 -1.397  0.137
H: 1.927 -1.283 -1.446  0.205

***

<iii>
The ion C5H9N2 with charge +1, computed with the ωB97M-V functional and the def2-TZVPD basis.

As for the total charge: +1. The spin multiplicity is 1.

Last column: Löwdin charge in e.
Element x y z (Å)
C: -0.500 1.307 -1.623  0.027
C: 0.093 0.918 -0.365  -0.119
N: 1.237 0.360 -0.119  0.220
C: 0.985 0.225 1.420  -0.140
C: -0.261 0.835 1.248  -0.066
N: -0.191 -0.514 1.673  -0.017
C: -0.534 -1.767 1.030  -0.014
H: -1.346 0.685 -1.429  0.101
H: 0.027 1.059 -2.629  0.151
H: -0.837 2.355 -1.543  0.124
H: 1.869 -0.168 -0.643  0.151
H: 1.959 0.161 1.953  0.185
H: -0.723 1.589 1.748  0.123
H: -1.504 -1.933 1.362  0.076
H: 0.121 -2.517 1.644  0.149
H: -0.327 -1.896 0.046  0.049

***

<iv>
The ion C5H9N2 with charge +1, computed with the ωB97M-V functional and the def2-TZVPD basis.

As for the total charge: +1. The spin multiplicity is 1.

Last column: Löwdin charge in e.
Element x y z (Å)
C: 0.628 -1.753 -0.751  -0.010
C: -0.007 -0.550 -0.308  -0.059
N: -1.758 -0.251 -0.564  0.154
C: -1.940 0.948 -0.028  -0.128
C: -0.841 1.384 0.596  -0.042
N: 0.234 0.557 0.322  -0.116
C: 1.585 0.773 0.832  0.041
H: 0.099 -2.747 -0.704  0.134
H: 0.792 -1.604 -1.869  0.139
H: 1.667 -1.823 -0.548  0.071
H: -2.396 -0.813 -1.157  0.159
H: -2.938 1.333 0.233  0.157
H: -0.736 2.187 1.210  0.105
H: 2.107 -0.286 0.613  0.137
H: 1.987 1.559 0.178  0.113
H: 1.516 1.086 1.945  0.146

***

Of them, the most stable is <iv> and the least stable is <ii>.

***

<i>
A structure of composition C5H9N2, computed with the ωB97M-V functional and the def2-TZVPD basis.

As for the total charge: +1. The spin multiplicity is 1.

Last column: Löwdin charge in e.
Element x y z (Å)
C: -0.123 -1.161 0.220  0.066
C: 1.942 -0.041 -0.375  -0.111
C: 1.174 1.285 0.015  -0.167
C: -0.848 0.050 -0.170  -0.163
C: -2.803 -0.028 -0.270  0.081
N: 1.206 -1.108 0.294  0.083
N: -0.202 1.123 -0.201  0.081
H: -0.541 -1.785 1.057  0.173
H: 1.960 -0.266 -1.400  0.116
H: 2.985 0.114 -0.024  0.144
H: 1.371 1.536 1.232  0.208
H: 1.551 2.223 -0.438  0.133
H: -3.146 -0.426 0.651  0.018
H: -3.036 -0.635 -1.133  0.040
H: -3.204 1.049 -0.185  0.090
H: 1.713 -1.930 0.728  0.207

***

<ii>
The ion C5H9N2 with charge +1, computed with the ωB97M-V functional and the def2-TZVPD basis.

As for the total charge: +1. The spin multiplicity is 1.

Last column: Löwdin charge in e.
Element x y z (Å)
C: -0.240 -1.862 -0.018  0.306
C: 0.472 0.737 1.087  -0.157
C: -0.340 -0.279 1.827  -0.163
C: 0.353 0.981 -0.392  -0.097
C: -0.159 0.060 -2.493  -0.126
N: -0.172 0.145 -1.156  -0.073
N: -0.526 -1.523 1.130  -0.044
H: 0.532 1.719 1.569  0.137
H: 1.500 0.448 1.225  0.125
H: 0.271 -0.393 2.836  0.187
H: -1.415 -0.079 2.093  0.157
H: 0.747 2.027 -0.812  0.190
H: 0.050 1.037 -2.955  0.098
H: 0.778 -0.478 -2.730  0.122
H: -1.144 -0.204 -2.996  0.131
H: -0.707 -2.337 1.786  0.206

***

Of them, the most stable is <i> and the least stable is <ii>.

***

<i>
An isolated molecule of C3H5NO4, computed with the ωB97M-V functional and the def2-TZVPD basis.

The spin multiplicity is 1.

Last column: Löwdin charge in e.
Element x y z (Å)
C: -2.507 0.410 -0.133  -0.037
O: -1.346 -0.101 -0.769  0.004
C: -0.270 -0.232 0.010  -0.567
O: -0.220 -0.039 1.184  0.158
O: 0.690 -0.793 -0.798  0.053
N: 1.912 -0.894 -0.167  0.039
C: 2.519 0.288 0.060  -0.349
O: 2.223 1.313 -0.500  0.066
H: -2.290 1.406 0.253  0.104
H: -3.238 0.466 -0.943  0.099
H: -2.887 -0.264 0.631  0.099
H: 2.005 -1.748 0.417  0.179
H: 3.410 0.187 0.755  0.151

***

<ii>
An isolated molecule of C3H5NO4, computed with the ωB97M-V functional and the def2-TZVPD basis.

The spin multiplicity is 1.

Last column: Löwdin charge in e.
Element x y z (Å)
O: 2.435 -1.136 0.096  0.139
C: 1.772 -0.159 -0.079  -0.495
O: 2.383 0.975 -0.395  0.087
C: 0.250 0.003 0.042  -0.138
C: -0.606 -1.220 0.305  -0.197
O: -1.605 -1.364 -0.681  -0.054
N: -0.131 1.226 -0.082  0.050
O: -1.494 1.439 0.186  0.000
H: 1.688 1.741 -0.322  0.142
H: 0.095 -2.051 0.268  0.120
H: -1.004 -1.198 1.362  0.149
H: -2.213 -0.569 -0.561  0.113
H: -1.569 2.315 -0.139  0.084

***

Of them, the most stable is <i> and the least stable is <ii>.

***

<i>
A cluster of 3 separate species, C3H5NO4 in total, computed with the ωB97M-V functional and the def2-TZVPD basis.

The spin multiplicity is 1.

Last column: Löwdin charge in e.
Element x y z (Å)
C: -2.108 1.076 -0.438  -0.183
N: -1.891 -0.165 0.243  0.041
C: 0.002 -1.071 0.122  -0.468
C: 2.454 -0.607 0.506  -0.368
O: 0.427 -0.054 0.646  0.096
O: 2.848 -0.199 -0.695  0.097
O: 0.027 -2.107 -0.405  0.210
O: 3.124 -0.912 1.434  0.124
H: 3.826 -0.139 -0.725  0.131
H: -2.131 -0.078 1.230  0.072
H: -1.685 1.960 0.057  0.082
H: -3.189 1.283 -0.526  0.089
H: -1.703 1.013 -1.449  0.077

***

<ii>
A structure of composition C3H5NO4, computed with the ωB97M-V functional and the def2-TZVPD basis.

The spin multiplicity is 1.

Last column: Löwdin charge in e.
Element x y z (Å)
C: -1.396 -0.548 0.761  -0.002
C: -0.784 -0.322 -0.587  -0.390
O: 1.671 -0.758 -0.540  -0.048
O: 2.156 -1.342 0.604  0.035
O: -0.963 -0.914 -1.599  0.127
H: 3.123 -1.343 0.498  0.124
H: -2.122 0.248 0.922  0.094
H: -0.638 -0.479 1.538  0.088
H: -1.878 -1.522 0.784  0.090
N: -0.598 2.100 -0.705  0.176
C: 0.099 1.060 -0.596  -0.455
O: 1.374 0.868 -0.448  0.096
H: -0.044 2.953 -0.632  0.064

***

Of them, the most stable is <i> and the least stable is <ii>.